1.
Entry from the Open Molecules 2025 dataset: a gas-phase ion, C11H16NOS (charge -1) (ωB97M-V/def2-TZVPD).

DFT total energy = -956.8000 a.u.
SMILES = CS[C@@H](C(C)C)N([O-])c1ccccc1
LUMO energy = 0.1202 Ha
relative energy (zero: lowest compared OMol25 entry of this formula, charge and spin) = 24.05 kcal per mole

```
! RIJCOSX wB97M-V def2-TZVPD def2/J DEFGRID3
* xyz -1 1
H 0.181 -1.290 1.150
H 2.257 2.804 1.250
S 2.071 0.324 1.408
H -2.713 0.811 2.561
H 0.608 -3.442 -2.811
H 1.137 1.934 -0.005
H -0.105 -0.702 3.910
H -0.580 -0.055 -4.775
H -1.990 -0.875 2.089
C 0.062 -1.773 -3.840
H 0.285 -2.328 -4.785
H 0.941 0.655 3.760
C 2.199 1.908 0.471
C 0.274 -1.702 -1.494
H -2.220 0.175 0.874
C 0.283 -0.165 1.149
C 0.003 0.298 3.622
H 2.943 1.748 -0.252
H -1.220 1.214 -2.641
H 0.833 -2.006 -0.558
C -0.370 -0.506 -3.817
C -0.139 -0.288 -1.520
C -0.520 0.345 -2.693
H -0.637 0.842 4.261
C -2.039 0.180 2.009
C 0.326 -2.415 -2.659
N -0.219 0.396 -0.400
O -0.584 1.713 -0.324
H -0.532 1.586 1.854
C -0.536 0.613 2.205
*
```

natural (NBO) atomic charge list, values in e, 2 entries: 0.211, 0.199

=====

2.
Entry from the Open Molecules 2025 dataset: a gas-phase ion, CH2F2OP (charge -1) (ωB97M-V/def2-TZVPD).

DFT total energy = -655.6471 a.u.
LUMO energy = 0.1752 Ha

```
! RIJCOSX wB97M-V def2-TZVPD def2/J DEFGRID3
* xyz -1 1
P 0.737 -0.136 0.441
H -2.040 -0.602 -1.367
H -1.994 -1.965 -0.070
F -0.607 0.616 1.200
F 1.009 1.194 -0.514
O -0.113 -1.057 -0.483
C -1.812 -0.905 -0.326
*
```

natural (NBO) atomic charge list, values in e, 2 entries: 1.614, 0.108

=====

3.
Entry from the Open Molecules 2025 dataset: C15H13N7O in the gas phase (ωB97M-V/def2-TZVPD).

DFT total energy = -1037.8415 a.u.
SMILES = COc1ccnc2c1c(-c1ccnc(N)n1)c1ccnc(N)n12
LUMO energy = -0.0048 Ha
relative energy (zero: lowest compared OMol25 entry of this formula, charge and spin) = 18.50 kcal per mole

```
! RIJCOSX wB97M-V def2-TZVPD def2/J DEFGRID3
* xyz 0 1
O 1.220 -2.618 0.731
H -0.763 -2.239 0.059
C 0.775 -2.380 -3.010
N -2.133 -0.932 -4.192
N -0.840 4.093 1.112
N 0.162 1.957 1.162
C -1.276 3.754 -0.261
C 0.078 -0.372 -1.711
H -0.098 -3.728 -0.523
H 1.820 -1.523 -1.318
H -2.445 -1.852 -4.023
H -1.011 2.362 -2.010
C -0.244 3.132 1.760
C 0.657 0.841 1.886
C -0.079 -3.090 0.337
C 1.696 -0.233 3.620
H 1.386 -3.282 -3.173
N -0.923 -0.239 -2.573
C -0.093 1.645 -0.157
H 1.920 -2.256 3.448
N -0.114 3.610 2.997
H -2.610 -0.239 -3.641
C 0.940 -1.497 -1.874
C 1.165 -1.443 1.489
C 0.169 0.328 -0.414
C 1.537 -1.459 2.890
H 0.287 2.911 3.580
C -0.855 2.562 -0.882
N -0.317 -2.150 -3.816
H 2.155 -0.296 4.661
H -1.688 4.477 -0.940
N 1.199 0.947 3.078
C -0.966 -1.019 -3.636
H -0.469 -3.745 1.152
H -0.911 4.186 3.229
C 0.670 -0.211 0.964
*
```

natural (NBO) atomic charge list, values in e, 2 entries: -0.525, 0.193